The following is a quantum chemistry calculation of a molecular structure, C42H40BrCaCl3GeN7O4PS2, from the Open Molecules 2025 dataset.

* energy above the lowest of the compared OMol25 structures with the same formula, charge and spin: 17.915 eV
* HOMO energy (alpha / beta): -4.56 / -4.53 eV
* multiplicity: 2
* charge: -1
* electronic energy: -10155.235880 hartree

XYZ file:
```
102
Properties=species:S:1:pos:R:3:forces:R:3:mulliken_spin:R:1
Ca 0.584262 -0.621279 0.012443 0.387 -0.799 0.589 -0.01
O -4.084818 -0.929470 -3.388007 0.012 -0.017 -0.025 0.00
C -3.137188 -0.146932 -3.997342 -0.006 0.000 0.004 0.00
C -3.523765 0.539740 -5.141446 0.002 0.017 0.007 0.00
C -2.616709 1.371816 -5.778866 -0.012 0.012 0.004 0.00
C -1.325560 1.515224 -5.286573 0.011 0.008 0.001 0.00
C -0.948215 0.817110 -4.148866 -0.021 -0.018 -0.010 0.00
C -1.844131 -0.013011 -3.492517 -0.085 -0.004 0.036 0.00
C -1.415422 -0.738613 -2.221272 -0.023 -0.059 0.016 0.00
O -0.111589 -0.705530 -1.969556 -0.524 0.277 -0.441 0.00
N -2.253800 -0.086661 -1.125936 -0.037 0.237 -0.358 0.00
N -1.791712 0.058293 0.102618 -0.223 0.119 0.039 0.00
C -2.458453 0.789544 0.925385 -0.049 -0.021 -0.070 0.00
C -2.247689 0.848162 2.356384 0.047 0.179 0.217 0.00
Br -0.542231 0.359987 3.067959 -0.487 -0.123 -0.056 0.00
C -3.158131 1.250288 3.254436 -0.050 -0.063 -0.059 0.00
C -4.587553 1.536179 3.041173 0.019 0.040 0.013 0.00
C -5.222043 2.378941 3.959065 0.006 0.046 -0.040 0.00
C -6.572885 2.665120 3.858001 0.004 -0.007 0.007 0.00
C -7.329680 2.098112 2.842152 -0.003 0.015 -0.008 0.00
C -6.721793 1.237616 1.939772 0.002 0.015 -0.008 0.00
C -5.367539 0.956315 2.035634 -0.008 -0.035 0.038 0.00
H -3.682706 -1.451834 -2.680932 -0.010 0.008 0.022 0.00
H -4.532355 0.411484 -5.513067 0.001 -0.006 -0.001 0.00
H -2.921823 1.908208 -6.669029 0.002 -0.003 -0.002 0.00
H -0.617784 2.162383 -5.788065 0.002 -0.007 -0.005 0.00
H 0.051994 0.884352 -3.738928 0.005 0.000 -0.004 0.00
H -1.788469 -1.784430 -2.273359 0.002 -0.002 0.013 0.00
H -2.992800 0.540489 -1.431527 -0.033 0.015 0.126 0.00
H -3.318450 1.358194 0.571991 -0.060 -0.093 -0.020 0.00
H -2.824688 1.369923 4.278049 -0.003 -0.055 0.011 0.00
H -4.637332 2.819196 4.758224 -0.001 -0.003 0.003 0.00
H -7.037427 3.326218 4.578499 0.003 0.007 -0.004 0.00
H -8.386725 2.316373 2.761454 -0.002 -0.007 0.005 0.00
H -7.306483 0.768440 1.158477 0.002 0.000 -0.003 0.00
H -4.930210 0.241626 1.352904 -0.007 -0.005 0.001 0.00
Cl 3.739179 2.036150 0.474723 1.656 0.181 -1.062 0.01
Ge 2.722747 0.931104 -1.513122 1.091 -0.751 -0.238 -0.01
Cl 4.571168 1.567798 -2.566344 -0.294 0.004 -0.375 0.00
Cl 3.041031 -1.528608 -1.398005 -0.156 0.707 0.156 0.00
O -0.020405 8.089524 1.140390 -0.003 0.001 -0.018 0.00
S 0.393137 7.482947 -0.089985 -0.016 0.044 -0.003 0.00
O 1.166074 8.249305 -1.021161 0.001 -0.024 0.010 0.00
N 1.166671 6.045627 0.251483 0.122 -0.029 -0.238 0.05
C 0.479018 5.053512 -0.195759 -0.221 0.112 0.156 0.03
S 0.899152 3.388536 -0.016725 0.215 -0.157 -0.081 0.00
C -0.800181 5.373299 -0.892376 -0.021 -0.022 0.016 0.00
C -1.701126 4.521327 -1.510654 -0.005 0.011 0.021 0.00
C -2.805467 5.087293 -2.135181 -0.008 -0.005 0.020 0.00
C -2.991549 6.466907 -2.147394 0.003 0.009 -0.011 0.00
C -2.077374 7.319674 -1.537710 0.005 0.008 0.017 0.00
C -0.991953 6.740572 -0.916513 -0.003 -0.027 0.031 0.00
H -1.534849 3.450980 -1.522952 -0.002 -0.001 -0.024 0.01
H -3.524170 4.446495 -2.629270 0.008 0.001 -0.012 0.00
H -3.853881 6.883374 -2.651583 -0.006 -0.004 0.009 0.00
H -2.208637 8.393192 -1.554840 0.002 0.000 -0.008 0.00
C 4.600315 0.950559 3.564393 0.949 -0.023 0.775 -0.01
N 4.415928 -0.235681 2.752616 -0.411 0.542 -0.297 0.00
C 5.180409 -0.210397 1.499007 -0.492 0.779 0.621 0.02
N 4.680434 0.702178 0.524545 0.483 -1.018 -1.476 0.12
C 4.480960 2.880822 1.957201 2.069 0.671 2.135 -0.02
N 4.085724 2.294576 3.206974 -1.623 -0.958 -1.486 0.00
C 2.593700 2.173418 3.151171 -0.034 0.991 -0.229 0.01
P 2.193357 1.129839 1.675642 -0.440 -0.781 1.396 0.09
C 2.998313 -0.383921 2.472885 -0.087 -0.061 0.414 0.01
C 2.646034 3.377734 -0.125075 -1.195 1.315 0.433 0.62
H 5.667939 1.068540 3.766950 -0.010 -0.069 -0.086 0.00
H 4.089559 0.728473 4.507860 0.183 0.130 0.101 0.00
H 5.111150 -1.217027 1.076420 0.163 0.046 -0.141 -0.01
H 6.217283 0.011914 1.793150 0.080 -0.150 -0.069 0.01
H 4.382567 3.970824 1.981942 -0.990 -0.098 -0.377 -0.01
H 5.561548 2.739640 1.849157 -0.088 -0.473 -0.517 0.01
H 2.190965 3.180976 3.015938 -0.168 -0.066 0.152 0.00
H 2.223254 1.731409 4.076151 -0.061 0.074 0.011 0.00
H 2.795678 -1.313310 1.936478 0.057 0.075 -0.128 0.00
H 2.509968 -0.441248 3.455883 -0.198 -0.236 -0.132 0.00
H 4.672389 2.661378 -0.368707 0.248 0.109 0.515 0.04
H 3.007483 4.237565 -0.683535 0.308 -0.213 -0.139 0.01
N -0.047976 -2.499622 0.941381 0.063 -0.281 0.045 0.00
C -0.783746 -3.451736 0.602131 -0.013 0.067 0.127 0.00
C -2.293094 -3.298846 0.583153 -0.014 -0.119 0.005 0.00
C -3.068407 -3.768074 -0.475372 0.009 0.023 0.000 0.00
C -4.440769 -3.549727 -0.502308 0.001 0.026 -0.016 0.00
C -5.060469 -2.888100 0.550425 0.003 0.022 -0.015 0.00
C -4.294742 -2.424753 1.614677 0.005 0.002 0.000 0.00
C -2.921189 -2.613814 1.618656 -0.015 -0.048 0.028 0.00
C -0.254265 -4.806308 0.185561 -0.016 0.029 -0.068 0.00
C -0.897769 -5.989602 0.535374 0.006 -0.003 0.002 0.00
C -0.353094 -7.220182 0.190522 -0.005 0.001 -0.003 0.00
C 0.834207 -7.276901 -0.524958 0.008 -0.004 0.016 0.00
C 1.474715 -6.098224 -0.889918 0.007 0.011 0.000 0.00
C 0.936458 -4.871924 -0.533544 -0.021 -0.016 -0.007 0.00
H -2.586715 -4.302433 -1.287137 -0.011 -0.031 0.014 0.00
H -5.029760 -3.908928 -1.338279 0.000 -0.002 -0.002 0.00
H -6.134313 -2.743949 0.546545 0.000 0.017 -0.009 0.00
H -4.772694 -1.917362 2.444878 0.005 -0.009 0.004 0.00
H -2.305549 -2.239075 2.428400 0.000 0.007 -0.005 0.00
H -1.825908 -5.946747 1.094304 -0.011 -0.002 -0.020 0.00
H -0.858442 -8.134545 0.478213 0.009 -0.001 0.012 0.00
H 1.260865 -8.235297 -0.795211 -0.006 0.001 -0.014 0.00
H 2.399317 -6.134175 -1.453166 -0.005 -0.004 -0.008 0.00
H 1.427167 -3.945433 -0.807732 0.025 -0.002 0.036 0.00
```
Positions in Å, forces in eV/Å.